No. 1
DFT (ωB97M-V with the def2-TZVPD basis set) results for C6H8F4N2O2 as an isolated structure.

Structure (XYZ):
```
22
C6H8F4N2O2 (ωB97M-V with the def2-TZVPD basis set)
C 0.43 1.86 0.37
C -0.19 -1.52 -1.07
C 0.43 -2.48 -0.04
C -0.59 -0.20 -0.29
C 1.40 2.80 -0.27
C -2.06 0.20 -0.15
N -0.18 -0.88 1.40
N 0.69 -1.78 1.17
O -0.11 1.94 1.40
O 0.25 0.80 -0.49
F -3.01 -0.43 -0.88
F -2.51 -0.01 1.12
F -2.30 1.50 -0.42
F 2.11 -1.15 0.86
H 0.55 -1.24 -1.75
H -1.10 -1.93 -1.59
H -0.14 -3.39 0.13
H 1.33 -3.07 -0.42
H 1.08 3.64 -0.93
H 2.00 2.05 -0.77
H 1.93 3.44 0.53
H -0.01 -0.16 2.09
```

* HOMO: -9.21 eV
* LUMO: 0.7361 eV
* Kohn-Sham gap: 9.944 eV
* multiplicity: 1

No. 2
DFT (ωB97M-V with the def2-TZVPD basis set) results for C38H45CoGe2N4O2STe as an isolated structure.

Structure (XYZ):
```
94
C38H45CoGe2N4O2STe (ωB97M-V with the def2-TZVPD basis set)
Co 0.65 -0.22 -0.49
N -5.99 -2.33 -5.14
C -4.81 -2.35 -4.45
C -3.67 -1.72 -4.97
C -2.48 -1.72 -4.27
C -2.41 -2.37 -3.04
C -3.53 -3.00 -2.51
C -4.72 -3.00 -3.21
S -0.94 -2.40 -2.10
O -1.33 -2.57 -0.71
O 0.02 -3.30 -2.66
N -0.34 -0.87 -2.13
C 0.71 -0.57 -2.99
N 1.67 0.11 -2.31
C 2.78 0.45 -2.95
C 2.93 0.14 -4.29
C 1.88 -0.52 -4.90
N 0.76 -0.88 -4.27
H -6.02 -1.98 -6.08
H -6.76 -2.90 -4.84
H -3.73 -1.22 -5.93
H -1.61 -1.24 -4.68
H -3.47 -3.49 -1.55
H -5.59 -3.50 -2.81
H 3.54 0.97 -2.38
H 3.83 0.41 -4.82
H 1.93 -0.77 -5.95
C 0.13 4.57 -1.46
C 0.19 3.04 -1.60
Ge 0.60 2.20 0.11
C 2.51 2.34 0.57
C 2.79 3.69 1.24
C -0.48 2.89 1.54
C -1.31 2.02 2.11
Ge -1.36 0.35 1.09
C -1.09 -1.29 2.11
C -2.35 -1.83 2.78
C -2.75 0.46 -0.26
C -4.19 0.53 0.24
C -2.17 2.33 3.28
C -3.28 1.55 3.59
C -4.09 1.84 4.67
C -3.79 2.92 5.49
C -2.67 3.70 5.21
C -1.87 3.40 4.12
H -0.15 5.03 -2.40
H 1.09 4.99 -1.16
H -0.61 4.87 -0.72
H 0.94 2.75 -2.34
H -0.77 2.66 -1.94
H 3.11 2.21 -0.33
H 2.78 1.53 1.25
H 2.59 4.53 0.58
H 3.84 3.76 1.54
H 2.19 3.82 2.14
H -0.42 3.93 1.87
H -0.30 -1.07 2.83
H -0.72 -2.04 1.42
H -2.69 -1.19 3.60
H -2.15 -2.81 3.21
H -3.18 -1.95 2.08
H -2.63 -0.38 -0.95
H -2.49 1.36 -0.83
H -4.46 -0.34 0.85
H -4.87 0.55 -0.61
H -4.38 1.42 0.84
H -3.54 0.70 2.96
H -4.95 1.22 4.88
H -4.41 3.15 6.34
H -2.42 4.53 5.85
H -0.99 4.00 3.94
Te 2.04 -2.41 0.18
C 3.86 -1.79 -0.64
C 4.57 -0.71 -0.13
C 5.74 -0.30 -0.76
C 6.19 -0.96 -1.90
C 5.47 -2.04 -2.40
C 4.31 -2.46 -1.77
C 2.52 -2.27 2.21
C 2.44 -1.06 2.90
C 2.79 -1.01 4.24
C 3.21 -2.16 4.89
C 3.28 -3.36 4.21
C 2.93 -3.42 2.87
H 4.23 -0.19 0.76
H 6.30 0.53 -0.35
H 7.10 -0.64 -2.38
H 5.82 -2.56 -3.28
H 3.76 -3.30 -2.17
H 2.08 -0.17 2.40
H 2.73 -0.07 4.77
H 3.49 -2.11 5.94
H 3.59 -4.26 4.72
H 2.98 -4.37 2.34
```

* HOMO (spin up / spin down): -10.12 / -10.13 eV
* <S²>: 3.763
* LUMO (spin up / spin down): -2.3483 / -3.5493 eV
* net charge: +1
* Kohn-Sham gap (spin up / spin down): 7.773 / 6.578 eV
* multiplicity: 4

No. 3
DFT (ωB97M-V with the def2-TZVPD basis set) results for an isolated molecule of C4H6N2O2.

Structure (XYZ):
```
14
C4H6N2O2 (ωB97M-V with the def2-TZVPD basis set)
O 0.44 0.67 -2.90
C 0.24 0.76 -1.72
C -0.53 -0.24 -0.92
C -0.23 -0.16 0.56
C 1.25 -0.25 0.89
N 2.16 -0.64 0.09
N 2.94 -0.43 -0.87
O 3.41 -1.18 -1.62
H 0.39 1.61 -1.04
H -1.58 -0.03 -1.04
H -0.56 -1.33 -1.26
H -0.60 0.87 0.96
H -0.71 -0.99 1.19
H 1.73 -0.25 1.91
```

* HOMO (spin up / spin down): -8.74 / -8.74 eV
* LUMO (spin up / spin down): 0.1778 / 0.1783 eV
* SMILES string: O=CCC/C=N\N=O
* Kohn-Sham gap (spin up / spin down): 8.914 / 8.916 eV
* multiplicity: 1

No. 4
DFT (ωB97M-V with the def2-TZVPD basis set) results for C4H8NO2 as an isolated structure.

Structure (XYZ):
```
15
C4H8NO2 (ωB97M-V with the def2-TZVPD basis set)
C 1.21 1.30 0.36
C 1.11 -0.16 -0.10
C -0.34 -0.35 -0.86
C -1.53 -0.13 0.10
O -2.15 0.95 -0.16
O -1.82 -1.04 0.98
N 2.85 -0.73 -0.16
H 2.13 1.33 0.95
H 1.25 2.06 -0.45
H 0.38 1.65 0.98
H 0.93 -0.62 0.92
H -0.38 -1.27 -1.44
H -0.22 0.43 -1.65
H 1.68 -1.02 -0.67
H 3.33 -0.61 -1.00
```

* HOMO: -4.45 eV
* LUMO: 3.9837 eV
* net charge: -1
* Kohn-Sham gap: 8.437 eV
* multiplicity: 1

No. 5
DFT (ωB97M-V with the def2-TZVPD basis set) results for a 2-piece molecular cluster, C4H6O2 overall.

Structure (XYZ):
```
12
C4H6O2 (ωB97M-V with the def2-TZVPD basis set)
C -1.14 1.31 -0.22
C -1.76 -0.11 0.07
O -1.70 -0.39 1.29
O -2.41 -0.68 -0.93
H -0.97 1.83 0.70
H -0.20 1.08 -0.76
H -1.94 1.87 -0.80
H -2.99 -1.38 -0.35
C 3.97 0.42 0.10
C 4.10 -0.73 -0.15
H 3.83 1.51 -0.15
H 4.13 -1.68 -0.37
```

* HOMO: -10.15 eV
* LUMO: 0.5633 eV
* SMILES string: CC(=O)O.C#C
* Kohn-Sham gap: 10.713 eV
* multiplicity: 1